1.
C31H25F2Si | ωB97M-V/def2-TZVPD

Element x y z (Å)
F: 0.1933 -4.3204 2.9287
C: 1.2012 -3.4230 2.6480
C: 1.9599 -2.9423 3.7096
C: 2.9612 -2.0131 3.4086
C: 3.1106 -1.5487 2.1059
C: 2.3202 -2.0341 1.0646
C: 2.3135 -1.2110 -0.2049
C: 1.9651 -1.7713 -1.5738
C: 2.7421 -1.3310 -2.6403
C: 2.4275 -1.6347 -3.9603
C: 1.3222 -2.4383 -4.2391
C: 0.5570 -2.8657 -3.1629
F: -0.5042 -3.7058 -3.4200
C: 0.8281 -2.5542 -1.8292
C: 1.4248 -3.0887 1.3127
H: 1.7942 -3.2990 4.7152
H: 3.6372 -1.6554 4.1860
H: 3.8360 -0.7702 1.8705
H: 3.2378 -0.6174 -0.2846
H: 3.6042 -0.7083 -2.4106
H: 3.0656 -1.2657 -4.7579
H: 1.0661 -2.7208 -5.2535
H: 0.1541 -2.8954 -1.0440
H: 0.8997 -3.6138 0.5190
H: 1.5297 -0.5180 -0.0083
Si: -0.5827 1.0441 0.0993
C: -1.5480 0.3421 1.5132
C: -2.3064 1.2311 2.3047
C: -3.1411 0.7281 3.3077
C: -3.1700 -0.6454 3.5648
C: -2.3684 -1.5278 2.8259
C: -1.5730 -1.0419 1.7902
C: 0.0483 2.7501 0.4186
C: -0.7194 3.8316 -0.0654
C: -0.3732 5.1403 0.2841
C: 0.7641 5.3725 1.0640
C: 1.5687 4.3075 1.4907
C: 1.2200 2.9924 1.1703
C: -1.4481 0.8776 -1.5252
C: -2.8563 0.9697 -1.5239
C: -3.5506 0.9953 -2.7369
C: -2.8514 0.8562 -3.9392
C: -1.4592 0.6906 -3.9432
C: -0.7524 0.7222 -2.7421
H: -2.2549 2.3050 2.1063
H: -3.7783 1.4186 3.8639
H: -3.8309 -1.0369 4.3356
H: -2.3842 -2.5966 3.0358
H: -0.9696 -1.7050 1.1677
H: -1.5993 3.6344 -0.6842
H: -1.0148 5.9627 -0.0374
H: 1.0180 6.3908 1.3516
H: 2.4536 4.4994 2.0958
H: 1.8079 2.1332 1.4996
H: -3.3881 1.0516 -0.5717
H: -4.6314 1.1480 -2.7262
H: -3.3922 0.8917 -4.8823
H: -0.9191 0.5695 -4.8816
H: 0.3353 0.6438 -2.7098

Output
2S+1   1
E_tot   -1685.2505 Eh
Charge   +1
Lowest unoccupied orbital energy   -0.19941 Ha
F_max   2.66 eV/A
HOMO energy   -0.432 hartree

Quick look at the Löwdin charges, all values in e: number 1, F, carries 0.04; number 2, C, carries -0.24; number 3, C, carries 0.00; number 4, C, carries -0.05; number 5, C, carries -0.05; number 6, C, carries -0.20; number 7, C, carries -0.09; number 8, C, carries -0.21; number 9, C, carries -0.06; number 10, C, carries -0.06; number 11, C, carries 0.00; number 12, C, carries -0.24; number 13, F, carries 0.04; number 14, C, carries 0.03; number 15, C, carries 0.03; number 16, H, carries 0.12; number 17, H, carries 0.12; number 18, H, carries 0.11; number 19, H, carries 0.13; number 20, H, carries 0.11; number 21, H, carries 0.11; number 22, H, carries 0.12; number 23, H, carries 0.11; number 24, H, carries 0.11; number 25, H, carries 0.06; number 26, Si, carries 1.06; number 27, C, carries -0.28; number 28, C, carries -0.08; number 29, C, carries -0.06; number 30, C, carries -0.04; number 31, C, carries -0.05; number 32, C, carries -0.08; number 33, C, carries -0.29; number 34, C, carries -0.08; number 35, C, carries -0.05; number 36, C, carries -0.05; number 37, C, carries -0.06; number 38, C, carries -0.08; number 39, C, carries -0.28; number 40, C, carries -0.08; number 41, C, carries -0.05; number 42, C, carries -0.04; number 43, C, carries -0.05; number 44, C, carries -0.08; number 45, H, carries 0.11; number 46, H, carries 0.12; number 47, H, carries 0.12; number 48, H, carries 0.12; number 49, H, carries 0.09; number 50, H, carries 0.11; number 51, H, carries 0.12; number 52, H, carries 0.12; number 53, H, carries 0.11; number 54, H, carries 0.10; number 55, H, carries 0.11; number 56, H, carries 0.12; number 57, H, carries 0.12; number 58, H, carries 0.12; number 59, H, carries 0.10

2.
C5H8O2 | ωB97M-V/def2-TZVPD

Element x y z (Å)
C: 1.9277 -0.0678 0.8930
C: 0.5588 0.4905 0.7621
C: -0.5695 -0.6986 -1.0225
C: -0.8008 -0.0203 0.3289
O: -1.5237 -0.7455 1.2779
C: -1.0383 1.4556 -0.0116
O: 0.2731 1.7204 0.4226
H: 2.6786 0.5792 0.4243
H: 1.9677 -1.0647 0.4303
H: 2.1758 -0.1939 1.9576
H: -1.5164 -1.0212 -1.4693
H: 0.1225 -1.5469 -0.9810
H: -2.2064 -1.2575 0.8277
H: -0.2177 0.1196 -1.6616
H: -1.7937 2.1359 0.3694

Output
2S+1   1
E_tot   -345.6306 Eh
Lowest unoccupied orbital energy (alpha / beta)   0.02868 / 0.01785 Ha
F_max   1.76 eV/A
HOMO energy (alpha / beta)   -0.284 / -0.253 hartree

Quick look at the Löwdin charges, all values in e: number 1, C, carries -0.01; number 2, C, carries -0.26; number 3, C, carries -0.02; number 4, C, carries -0.50; number 5, O, carries 0.04; number 6, C, carries -0.02; number 7, O, carries 0.05; number 8, H, carries 0.09; number 9, H, carries 0.08; number 10, H, carries 0.09; number 11, H, carries 0.09; number 12, H, carries 0.08; number 13, H, carries 0.10; number 14, H, carries 0.09; number 15, H, carries 0.10